No. 1
A 20-piece molecular cluster, H39O20 overall in a non-equilibrium geometry. Source: OMol25; level of theory: the ωB97M-V functional and the def2-TZVPD basis.

```
59
Properties=species:S:1:pos:R:3:forces:R:3
O 3.60033 2.62182 -2.11498 -0.3477 -0.7534 0.7990
H -5.17079 1.18235 1.58122 -0.5340 1.3272 -0.0840
O -0.07174 -1.46858 -2.86554 -0.5278 0.4281 -0.9994
H 0.45726 -1.35602 -2.06373 0.1642 -0.4661 0.8424
H -0.46345 -2.34634 -2.87870 0.1456 -0.0749 0.3207
O 0.54321 -0.40123 -5.81654 -0.3810 0.3075 -0.5124
H 0.62938 0.07446 0.88876 -0.2596 0.4715 0.2808
H 1.07882 -0.93983 -6.40069 0.0597 -0.1280 0.0557
O -2.71405 -3.80885 -2.18941 1.4207 1.7755 0.6185
H -3.47835 -3.58803 -2.70861 -0.3987 -1.0362 -0.1414
H -1.12525 4.05398 4.66688 0.1178 -0.0080 0.2539
O -1.00679 4.58198 3.87490 -0.2062 -0.1700 -0.0106
H 2.67481 -2.92186 0.12577 0.5506 -0.3562 -0.3020
H 0.76187 -0.63404 -4.90624 -0.2946 -0.0071 0.0125
O 2.47557 -1.09178 -3.97074 1.1785 -2.4250 0.6060
H 3.52835 3.34337 -2.71375 0.1862 1.0481 -0.7398
H 2.75032 2.17811 -2.28811 0.3340 -0.1835 -0.0745
O -1.01917 0.05548 4.04664 0.1750 -0.2377 0.1492
H 2.51804 2.30344 0.76386 -0.4332 -0.3243 0.2422
H -0.83584 0.99475 4.09693 -0.0962 0.1381 0.0209
O -2.32882 -1.58873 1.94482 -1.0162 0.8713 0.7462
H -1.97401 -0.04679 3.97244 0.0104 0.0255 -0.2409
H 0.20229 -1.64473 5.22566 -0.0809 -0.3711 0.4920
O -2.84302 -1.15833 -0.79027 -0.8804 0.3883 -0.1749
H -2.05284 -1.50749 -1.19967 0.3662 -0.0424 -0.0803
H -2.68698 -1.16356 0.16017 0.1628 0.0662 -0.0390
O -4.88787 0.76433 2.39119 0.1714 -0.9063 -0.9001
H -4.61665 -0.04553 1.92441 0.4813 -0.4095 1.0654
H 0.18644 -1.55157 1.84977 0.6008 -0.4803 0.6269
O 3.13416 -3.47377 0.78630 -0.8142 -0.3089 0.9470
H -2.43193 -4.68475 -1.96744 -0.8392 -0.7915 -0.5235
H 4.04844 -3.67217 0.62261 0.2592 0.3419 -0.6433
O 2.92625 -0.14904 3.67546 -0.2105 0.2755 -0.1779
H -1.78738 4.35890 3.35582 0.0697 0.1729 -0.2466
H 1.76945 -1.15971 -3.30445 -0.1615 -0.7484 -0.3403
O 1.70577 -1.75426 -0.87729 -0.1328 -0.3215 0.4174
H 2.50504 -1.27836 -0.67454 0.4448 0.6531 -0.1431
H -2.66783 -2.39510 1.56203 0.4742 -0.3544 -0.2384
O 0.93924 1.04564 0.92636 0.7308 -0.1684 -0.6472
H -1.51052 -1.27864 1.49520 0.4439 -0.7483 -0.2693
H 0.59103 1.46315 1.70337 -0.4532 0.0593 0.5176
O 2.08927 1.04536 -3.76796 -0.4201 2.5064 -0.4218
H 2.07267 0.81148 -4.71004 -0.5313 0.7849 0.2633
H 2.65319 0.31459 -3.52128 0.5694 0.6743 0.5515
O -4.11200 2.16842 -0.87072 -0.5424 -0.4357 0.0238
H -4.15454 1.31046 -0.42719 0.5743 0.0251 0.0450
H 3.08661 0.78384 3.83328 0.2505 0.2067 0.4848
O 1.11894 -1.92347 5.38732 -0.6462 0.7843 -0.8562
H -4.61653 1.95817 -1.66575 0.1532 0.3188 -0.1605
H 1.49353 -1.36489 4.67935 0.7943 -0.3070 0.4065
O 0.13007 -1.39574 0.91441 -0.5935 0.4505 -0.2828
H 2.32145 -1.70920 -4.66092 -0.1048 -1.1912 -0.4265
H 2.55552 -0.07242 2.79134 -0.1683 -0.4591 -0.5102
O -1.82416 4.36075 0.05984 -0.1992 -0.7674 -0.1720
H -2.09905 4.17326 -0.84352 -0.0724 0.5414 -0.3171
H -1.86106 3.43995 0.35701 0.2399 0.1818 0.5118
O 3.24355 2.93278 0.72430 0.2569 0.0389 -0.4276
H 3.44808 2.90136 -0.22961 0.1644 0.2221 0.2841
H 1.10169 -1.64736 0.04026 -0.2043 -0.1036 -0.4815
```
Forces are in eV/Å.

Computed properties:
Multiplicity = 1
Lowest unoccupied orbital energy = 2.1 eV
Net charge = -1
ΔE to the lowest compared entry with this formula, charge and spin = 97.7 kcal/mol
M = 359.3 g mol⁻¹
HOMO = -7.07 eV
E_tot = -41584.5677 eV
HOMO-LUMO gap = 9.217 eV

---

No. 2
H3IP2S2 as an isolated structure in a non-equilibrium geometry. Source: OMol25; level of theory: the ωB97M-V functional and the def2-TZVPD basis.

```
8
Properties=species:S:1:pos:R:3:forces:R:3
P -1.35357 1.13811 -1.02276 0.3735 -0.5168 -1.4920
P 0.32298 0.48411 0.20570 0.8901 -1.9820 -0.4225
S 2.16804 1.03665 -0.09793 -1.1996 -0.2487 0.0162
S -0.04969 -2.27373 -0.32506 -2.2476 1.9585 2.7130
I -3.07979 -0.10953 0.07797 -0.1672 0.1255 0.3259
H -1.25097 2.26352 -0.23632 -0.4454 0.8754 0.5758
H -0.19591 0.92747 1.43765 0.1979 -0.7107 0.3221
H 0.90095 -2.07393 -1.10296 2.5983 0.4988 -2.0385
```
Forces are in eV/Å.

Computed properties:
Multiplicity = 1
Lowest unoccupied orbital energy = -2.0 eV
ΔE to the lowest compared entry with this formula, charge and spin = 48.1 kcal/mol
M = 256.0 g mol⁻¹
HOMO = -9.12 eV
E_tot = -48396.1842 eV
HOMO-LUMO gap = 7.162 eV

---

No. 3
One molecule with the formula H3N in a non-equilibrium geometry. Source: OMol25; level of theory: the ωB97M-V functional and the def2-TZVPD basis.

```
4
Properties=species:S:1:pos:R:3:forces:R:3
N -0.16220 0.00231 -0.20661 10.5657 -0.2651 -3.1571
H 0.61175 -0.69060 0.02496 -2.7633 -0.4383 -0.2908
H 0.54044 0.72212 0.03307 -2.1394 0.9806 -0.0554
H -0.99000 -0.03382 0.14857 -5.6630 -0.2773 3.5034
```
Forces are in eV/Å.

Computed properties:
Multiplicity = 1
Lowest unoccupied orbital energy = 1.3 eV
ΔE to the lowest compared entry with this formula, charge and spin = 21.8 kcal/mol
M = 17.0 g mol⁻¹
HOMO = -9.93 eV
E_tot = -1537.8555 eV
HOMO-LUMO gap = 11.240 eV

---

No. 4
A 2-piece molecular cluster, H3N2O2S overall in a non-equilibrium geometry. Source: OMol25; level of theory: the ωB97M-V functional and the def2-TZVPD basis.

```
8
Properties=species:S:1:pos:R:3:forces:R:3
N -0.81822 0.35651 -0.04448 -0.5376 6.0155 -1.2904
N 0.92398 -1.22132 1.13751 -0.0643 1.8646 -0.6049
O -1.61640 -1.55589 1.62342 0.0609 1.6787 1.5402
O 0.31885 1.84208 -2.19979 1.7106 0.0175 0.9273
S -0.60213 -0.76274 0.84989 0.2920 -9.3762 -1.5574
H -0.16964 1.07286 -1.85357 0.0600 0.3340 0.3233
H 0.87739 -1.63484 2.03377 0.2020 -0.3465 1.9353
H 1.08617 1.90334 -1.54676 -1.7236 -0.1877 -1.2734
```
Forces are in eV/Å.

Computed properties:
<S²> = 2.02
Multiplicity = 3
Lowest unoccupied orbital energy (spin up / spin down) = 4.3 / 2.3 eV
Net charge = -1
ΔE to the lowest compared entry with this formula, charge and spin = 56.3 kcal/mol
M = 95.1 g mol⁻¹
HOMO (spin up / spin down) = -0.54 / -4.94 eV
E_tot = -17954.4412 eV
HOMO-LUMO gap (spin up / spin down) = 4.844 / 7.200 eV